Record 1
{"formula": "C18H25GeMnN4O", "method": "ωB97M-V with the def2-TZVPD basis set", "homo_lumo_gap_ev": [6.6, 7.0], "multiplicity": 5, "s_squared": 6.114, "largest_force_ha_per_bohr": 0.0430, "symbols": ["Mn", "N", "C", "O", "C", "C", "H", "H", "H", "H", "H", "H", "C", "C", "C", "C", "C", "C", "N", "N", "C", "C", "C", "C", "C", "N", "H", "H", "H", "H", "H", "H", "H", "H", "H", "C", "Ge", "C", "C", "C", "H", "H", "H", "H", "H", "H", "H", "H", "H", "H"], "positions_angstrom": [[0.6664, 0.0109, -1.2103], [4.6239, 1.0698, -1.1546], [3.2870, 0.9866, -1.0252], [2.6616, 0.0190, -1.4742], [2.5488, 2.1049, -0.3544], [1.0662, 1.9769, -0.7563], [5.1395, 0.2851, -1.5213], [5.1311, 1.8206, -0.7212], [2.9906, 3.0724, -0.6244], [2.6490, 1.9679, 0.7275], [0.9709, 2.4512, -1.7616], [0.4736, 2.5797, -0.0596], [-4.5591, 2.5791, -1.4680], [-3.2709, 3.0612, -1.6441], [-2.1851, 2.2083, -1.6043], [-2.3627, 0.8415, -1.3608], [-3.6709, 0.3713, -1.1578], [-4.7485, 1.2258, -1.2234], [-1.2965, -0.0549, -1.4000], [-1.7512, -1.3007, -1.5538], [-0.8601, -2.2714, -1.6299], [-1.3003, -3.6191, -1.6310], [-0.3742, -4.6220, -1.6226], [0.9907, -4.2903, -1.6621], [1.3513, -2.9616, -1.6889], [0.4746, -1.9547, -1.6707], [-5.4069, 3.2483, -1.5228], [-3.1153, 4.1157, -1.8224], [-1.1934, 2.5856, -1.7880], [-3.8049, -0.6801, -0.9532], [-5.7457, 0.8329, -1.0757], [-2.3614, -3.8009, -1.5908], [-0.6798, -5.6565, -1.5755], [1.7453, -5.0610, -1.6662], [2.3975, -2.6782, -1.7217], [2.3526, -0.4177, 3.4297], [0.5894, 0.0279, 2.5657], [0.1208, 1.9062, 3.0424], [-0.7508, -1.1719, 3.4455], [0.7592, -0.4493, 0.7069], [2.2849, -0.3546, 4.5113], [3.1368, 0.2568, 3.0972], [2.6468, -1.4303, 3.1668], [0.0293, 1.9841, 4.1223], [-0.8256, 2.1928, 2.5966], [0.8817, 2.6079, 2.7173], [-0.6972, -1.0471, 4.5234], [-0.5522, -2.2135, 3.2081], [-1.7585, -0.9382, 3.1165], [1.3019, -1.4158, 0.7183]], "forces_ev_per_a": [[-0.070, 0.774, 2.068], [-0.297, -0.263, 0.031], [0.580, 0.654, 0.234], [0.034, -0.569, -0.273], [-0.495, -0.264, -0.169], [0.213, 0.380, -0.688], [-0.064, 0.049, -0.004], [-0.052, 0.005, -0.023], [0.057, -0.117, 0.115], [0.096, -0.036, -0.029], [-0.068, -0.054, 0.329], [-0.196, -0.408, -0.158], [-0.041, 0.053, -0.001], [-0.183, 0.099, 0.021], [0.259, -0.441, 0.119], [-0.743, 0.679, -0.061], [0.215, -0.150, 0.135], [-0.049, 0.169, 0.039], [0.765, -1.212, -0.314], [-0.667, 0.335, 0.075], [0.671, 0.195, 0.012], [0.228, -0.065, 0.020], [-0.135, 0.257, -0.030], [0.186, 0.274, 0.008], [0.496, -0.537, -0.058], [-0.771, -0.149, -0.216], [-0.006, 0.036, 0.015], [0.045, 0.061, -0.058], [0.116, 0.068, 0.006], [-0.075, 0.095, -0.040], [-0.032, 0.006, 0.012], [-0.099, -0.014, -0.010], [-0.055, -0.077, -0.040], [0.098, 0.024, -0.011], [-0.020, 0.041, 0.031], [-0.580, 0.186, -0.286], [0.057, 0.068, 0.517], [0.134, -0.610, -0.237], [0.389, 0.381, -0.337], [0.170, -0.313, -0.678], [-0.046, 0.037, 0.192], [0.098, 0.133, -0.074], [-0.013, -0.139, -0.067], [-0.008, -0.026, 0.143], [-0.164, 0.031, -0.102], [0.157, 0.105, -0.093], [0.017, 0.041, 0.161], [0.087, -0.095, -0.063], [-0.126, 0.077, -0.075], [-0.111, 0.227, -0.087]]}

Record 2
{"formula": "C23H44Br2O11", "method": "ωB97M-V with the def2-TZVPD basis set", "homo_lumo_gap_ev": 9.5, "smiles": "CC(=O)OCCC[C@@H]1OC(=O)O[C@@H]1[C@H](Br)[C@@H](C)Br.COCCOCCOC.COCCOCCOC", "multiplicity": 1, "largest_force_ha_per_bohr": 0.0525, "symbols": ["C", "C", "O", "O", "C", "C", "C", "C", "O", "C", "O", "O", "C", "C", "Br", "C", "C", "Br", "H", "H", "H", "H", "H", "H", "H", "H", "H", "H", "H", "H", "H", "H", "H", "H", "C", "O", "C", "C", "O", "C", "C", "O", "C", "H", "H", "H", "H", "H", "H", "H", "H", "H", "H", "H", "H", "H", "H", "C", "O", "C", "C", "O", "C", "C", "O", "C", "H", "H", "H", "H", "H", "H", "H", "H", "H", "H", "H", "H", "H", "H"], "positions_angstrom": [[1.7109, -0.1744, -1.1619], [2.2489, -0.9220, -2.3785], [2.7470, -1.9915, -2.2361], [2.1490, -0.2695, -3.5661], [1.7331, -1.1214, -4.6333], [0.2156, -0.9528, -4.9259], [-0.6136, -2.1835, -4.4994], [-0.8083, -2.3111, -2.9748], [-0.5655, -3.7145, -2.7237], [-1.7437, -4.3400, -2.4455], [-1.8913, -5.3612, -1.9064], [-2.7507, -3.4852, -2.8741], [-2.2393, -2.2670, -2.3679], [-3.1208, -0.9965, -2.4507], [-4.8328, -1.4018, -3.3213], [-2.4220, 0.2392, -3.0652], [-2.7043, 0.4656, -4.5718], [-3.2104, 1.8244, -2.1442], [1.1730, -0.8500, -0.4963], [2.5513, 0.2336, -0.5929], [1.0741, 0.6732, -1.4291], [2.0092, -2.1687, -4.4953], [2.2617, -0.7760, -5.5269], [-0.0920, -0.0468, -4.3980], [0.0986, -0.7863, -5.9997], [-1.5594, -2.2527, -5.0448], [-0.0432, -3.0617, -4.8163], [-0.1978, -1.6322, -2.3746], [-2.0342, -2.4244, -1.2956], [-3.3726, -0.7337, -1.4258], [-1.3608, 0.2916, -2.8303], [-2.6438, -0.4949, -5.0860], [-1.9784, 1.1595, -4.9979], [-3.7094, 0.8699, -4.6640], [4.6337, 5.0729, 2.1308], [3.3939, 5.3909, 1.5322], [3.2029, 4.8664, 0.2303], [1.9021, 4.0931, 0.0786], [1.7752, 2.9006, 0.8436], [1.7025, 2.9905, 2.2597], [0.4871, 3.6967, 2.8417], [0.4728, 5.0845, 2.5543], [-0.7438, 5.5743, 2.0239], [5.3702, 5.8536, 1.9140], [4.4878, 5.0284, 3.2110], [5.0198, 4.1059, 1.7968], [4.0411, 4.2241, -0.0584], [3.1721, 5.7134, -0.4651], [1.8540, 3.7626, -0.9630], [1.0366, 4.7383, 0.2245], [2.6273, 3.3961, 2.6698], [1.6568, 1.9526, 2.6018], [0.5201, 3.5845, 3.9316], [-0.4205, 3.2078, 2.4726], [-1.2727, 4.8157, 1.4396], [-0.5076, 6.4075, 1.3604], [-1.3900, 5.9375, 2.8283], [-0.9781, -4.5123, 0.9064], [-1.3871, -3.3133, 1.5511], [-2.5062, -3.4433, 2.4093], [-2.2585, -2.8777, 3.7988], [-1.2637, -3.5241, 4.5791], [0.0967, -3.4416, 4.1781], [0.7407, -2.0629, 4.2119], [0.1965, -1.1786, 3.2426], [-0.1890, 0.0878, 3.7376], [-1.4649, -4.5940, -0.0607], [0.1002, -4.4595, 0.7438], [-1.1918, -5.4035, 1.5028], [-2.8144, -4.4899, 2.4918], [-3.3361, -2.8818, 1.9625], [-3.1868, -3.0106, 4.3611], [-2.0833, -1.8024, 3.7646], [0.2458, -3.9208, 3.2104], [0.6378, -4.0572, 4.9020], [1.8068, -2.1817, 3.9883], [0.6444, -1.6488, 5.2205], [-0.5097, 0.0411, 4.7821], [-1.0332, 0.4380, 3.1406], [0.6341, 0.8021, 3.6362]], "forces_ev_per_a": [[0.107, 0.680, -0.482], [-0.146, 0.908, 1.503], [0.275, -1.069, -0.502], [-0.556, -0.458, 0.481], [-0.257, 0.311, -1.581], [0.335, -0.417, 0.375], [0.362, 0.758, -0.072], [-1.062, -0.359, -0.820], [0.437, -0.459, 1.304], [0.149, 2.216, -1.535], [-0.154, -1.735, 0.011], [-0.523, -0.600, 0.824], [0.938, 0.891, -0.179], [0.262, -0.300, -0.272], [0.274, 0.158, 0.277], [-1.251, 0.525, -0.641], [0.394, -0.269, 0.742], [0.410, -0.185, -0.016], [0.108, -0.122, -0.151], [-0.045, -0.074, -0.060], [0.054, -0.116, -0.017], [0.062, 0.174, 0.397], [0.142, -0.003, 0.252], [-0.052, -0.036, -0.267], [-0.120, 0.039, 0.122], [-0.005, 0.090, 0.251], [-0.114, 0.038, 0.137], [0.498, -0.598, -0.112], [-0.242, 0.181, -0.015], [-0.178, -0.151, -0.154], [-0.125, -0.192, 0.170], [-0.045, 0.198, -0.129], [-0.124, -0.005, 0.059], [0.084, -0.097, -0.220], [-0.053, 0.262, 0.017], [-0.001, -0.382, 0.031], [-0.051, 0.106, 0.081], [-0.158, 0.021, -0.045], [0.005, 0.020, -0.041], [0.188, -0.053, 0.131], [0.169, 0.138, -0.063], [-0.118, -0.205, -0.323], [0.182, 0.114, 0.145], [0.098, -0.100, -0.009], [-0.027, 0.049, -0.010], [-0.018, -0.009, -0.032], [0.015, -0.030, 0.052], [-0.015, -0.110, -0.173], [0.071, -0.057, 0.015], [0.064, 0.152, 0.191], [-0.051, 0.258, 0.011], [0.013, 0.121, -0.179], [-0.021, -0.221, 0.024], [-0.034, 0.037, -0.032], [-0.008, -0.028, 0.032], [0.003, 0.036, 0.068], [-0.127, -0.038, -0.061], [0.070, 0.320, -0.058], [0.127, -0.165, 0.231], [0.082, 0.110, -0.060], [-0.031, 0.132, 0.080], [0.005, 0.028, 0.000], [0.104, -0.148, -0.110], [-0.100, -0.072, -0.181], [-0.239, -0.009, 0.274], [0.081, -0.120, -0.202], [0.014, -0.231, 0.274], [-0.010, 0.057, 0.014], [-0.047, 0.048, 0.037], [0.055, -0.027, -0.001], [-0.149, -0.056, 0.136], [0.019, -0.088, 0.009], [0.132, 0.040, -0.213], [-0.026, 0.195, -0.150], [-0.047, 0.058, 0.070], [0.052, -0.115, 0.165], [-0.039, 0.064, -0.015], [0.029, -0.007, 0.021], [0.052, 0.034, -0.054], [-0.153, -0.053, 0.224]]}